[1]
A cluster of 2 separate species, C3H2IN2S in total in a non-equilibrium geometry, computed with ωB97M-V/def2-TZVPD.

Each line ends with the natural charge from an NBO analysis.
Element x y z (Å)
C1 1.775 -0.221 -0.126  -0.177
C2 -1.514 -0.310 -0.743  0.078
C3 1.755 1.121 0.137  -0.127
N1 0.732 -1.028 -0.368  -0.359
N2 -0.441 -0.600 -0.401  -0.026
S1 2.217 2.617 0.370  0.090
I1 -4.702 -0.534 1.323  -0.958
H1 2.633 -0.640 0.193  0.221
H2 -2.457 -0.405 -0.386  0.258

Cartesian forces, eV/Å:
C -2.774 5.086 0.910
C 1.865 -0.013 -0.657
C 1.414 -0.963 -0.390
N -0.762 -2.130 -0.496
N 1.260 0.313 -0.784
S -0.735 -0.774 -0.212
I 0.109 -0.007 -0.114
H 2.959 -1.684 0.585
H -3.336 0.172 1.158

frontier orbital gap = 5.77 eV
total charge = -1
E_HOMO = -0.14138 hartree
energy = -25057.093 eV
energy above the lowest of the compared OMol25 structures with the same formula, charge and spin = 63.9 kcal per mole

[2]
A cluster of 2 separate species, CH2N2O2 in total in a non-equilibrium geometry, computed with ωB97M-V/def2-TZVPD.

Each line ends with the natural charge from an NBO analysis.
Element x y z (Å)
C1 2.427 0.482 -0.218  0.855
N1 -0.673 0.524 0.952  0.020
N2 1.588 -0.329 -0.076  -0.759
O1 3.193 1.356 -0.365  -0.548
O2 -0.777 1.360 -0.061  -0.502
H1 -0.054 2.017 -0.066  0.481
H2 0.951 -1.055 -0.069  0.454

Cartesian forces, eV/Å:
C -0.303 0.012 -0.266
N -0.254 1.184 -0.977
N 1.268 0.826 0.045
O 0.257 0.032 0.098
O -0.243 -0.928 0.857
H 0.078 -0.031 0.260
H -0.802 -1.096 -0.016

frontier orbital gap (spin up / spin down) = 9.37 / 9.35 eV
E_HOMO (spin up / spin down) = -0.35104 / -0.35128 hartree
energy = -8139.961 eV
energy above the lowest of the compared OMol25 structures with the same formula, charge and spin = 124.7 kcal per mole